No. 1
The following is a quantum chemistry calculation of 12 unconnected molecules or ions with the total composition C69H164B2F8N10O5, from the OMol25 dataset.

## Properties
Highest occupied orbital energy (spin up / spin down) = -11.1499 / -14.3931 eV
Net charge = +5
Calculated total energy = -122399.6315 eV
Multiplicity = 2
Expectation value of S² = 0.751
Frontier orbital gap (spin up / spin down) = 2.81 / 5.87 eV

Geometry (Å):
H  -6.745  5.964  0.461
H  -7.062  4.372  1.305
C  -1.123  -7.913  1.705
H  -7.673  -2.219  2.310
H  3.122  -1.747  0.490
H  5.005  -6.732  2.853
C  4.983  3.414  -0.563
O  0.711  -0.143  -2.337
H  4.733  1.855  6.684
H  -3.260  -6.400  1.591
H  5.623  4.797  9.036
H  -4.357  -2.348  -1.373
H  -2.233  2.131  -0.816
H  -0.505  5.851  -4.351
H  -5.625  5.651  2.819
H  5.850  -5.391  4.749
C  5.504  -4.112  1.990
H  -5.174  -0.708  -5.201
H  1.534  -3.058  -0.329
H  2.207  -6.260  -0.472
H  -4.923  3.782  3.853
H  2.093  -3.806  -2.906
O  2.131  -2.080  -3.885
H  -1.819  -8.705  1.981
H  4.980  -1.308  -2.912
H  -3.451  -0.854  -7.520
H  1.706  -1.498  -3.251
H  -2.062  4.476  -5.461
H  8.216  -5.968  2.192
H  -2.364  -3.215  -4.717
C  2.339  2.874  6.427
C  -1.509  3.637  -5.039
H  6.646  -1.843  -3.208
C  -0.888  0.442  -0.547
H  2.798  5.561  6.690
C  -5.113  -4.587  3.170
H  3.758  5.064  5.277
H  7.382  2.235  -0.156
H  -3.014  0.648  -3.439
C  3.720  5.080  6.366
H  3.694  -2.705  3.153
H  2.977  0.070  0.435
H  2.771  -3.831  2.166
H  0.959  -6.142  1.615
H  0.682  2.088  -4.131
H  -2.362  3.501  1.597
H  -4.712  2.395  -3.965
C  5.278  1.927  -0.405
C  -0.935  5.135  3.230
H  0.048  -2.789  0.554
H  -0.770  -0.102  2.862
H  6.890  -3.204  -5.477
H  -1.599  4.798  -7.547
H  1.376  5.014  -6.696
H  -0.464  5.350  4.189
H  -7.630  -3.854  1.689
H  4.195  -4.560  -3.644
H  3.024  5.698  -1.427
H  -1.451  -7.223  -1.614
C  -6.333  5.021  0.819
H  4.066  -1.125  -5.298
H  5.613  -4.425  -5.721
C  0.754  -0.721  1.586
C  -5.288  -3.880  -0.047
H  1.534  3.826  -1.155
H  -3.807  -2.547  -7.089
C  -5.215  5.334  1.860
H  4.639  -2.327  -6.503
C  3.821  -3.681  -4.168
C  5.601  -2.154  -3.209
H  -3.026  -0.403  -0.581
H  1.808  6.698  0.626
H  1.923  3.414  4.269
B  -7.159  0.219  0.256
F  -5.953  0.121  -0.387
C  -1.684  -2.207  -7.140
C  6.096  -3.772  -4.993
H  3.220  4.314  8.943
H  5.474  -2.861  -2.390
H  -3.017  -2.185  -3.503
H  6.363  4.427  6.976
H  -1.860  0.264  -5.674
O  1.264  -6.438  -0.504
C  2.060  4.681  1.515
C  -2.017  -0.618  -0.934
H  -0.383  4.323  2.757
C  -2.432  4.764  3.257
N  -1.521  -7.103  0.521
F  -2.718  5.229  -2.177
H  3.579  -6.347  3.793
H  -4.014  -2.578  1.275
N  -3.069  -1.309  -5.450
H  -0.359  5.793  -8.259
C  0.730  -5.785  0.611
N  3.482  3.789  -0.304
H  4.509  -4.430  5.274
C  4.929  2.907  6.478
O  7.523  -5.470  2.632
H  3.194  -2.613  -2.272
H  4.375  5.791  -0.325
H  7.044  0.527  -0.692
H  -2.284  -8.635  -0.920
N  -5.751  -3.260  2.524
C  2.660  -0.884  0.012
H  3.578  -6.060  2.022
H  4.609  5.602  6.719
C  0.974  1.649  4.636
H  -6.361  -3.948  -0.226
C  -0.750  -1.583  -6.200
H  5.538  3.095  9.571
C  0.843  2.731  -4.997
H  0.739  1.647  3.571
C  -3.066  -6.953  0.672
C  4.886  -1.779  -5.594
H  1.517  -0.083  2.032
C  1.059  -0.955  0.064
H  2.625  -3.879  4.024
C  -5.620  4.329  -0.295
H  -2.945  5.643  3.648
H  -3.755  3.566  -0.347
H  -5.856  -4.976  3.867
H  -6.302  3.634  -0.784
H  2.763  3.132  -2.272
C  2.588  5.949  0.767
H  -1.439  -2.086  -8.195
C  -5.350  -2.247  3.603
H  0.089  -1.060  -6.658
C  -2.900  4.388  1.932
H  5.148  3.636  -1.617
H  -5.386  -1.225  3.224
C  5.382  3.777  8.735
C  -5.069  -2.841  1.203
C  -1.671  -0.761  -5.354
H  -5.942  2.796  2.692
C  6.769  1.579  -0.774
H  -0.966  -5.248  -0.473
C  -4.053  0.398  -3.650
C  -1.456  -7.938  -0.792
H  -0.101  -8.248  1.530
H  5.903  -3.126  2.225
H  2.296  1.958  7.016
C  0.234  5.084  -4.121
H  -1.362  -0.714  -4.310
H  1.952  4.819  2.591
H  3.928  3.517  1.697
C  2.418  3.194  -1.240
H  3.011  -0.731  -1.009
C  -3.093  -1.730  -6.979
H  0.121  2.034  5.194
H  -1.514  1.728  -2.336
N  0.458  0.018  -0.909
H  -1.588  7.109  -7.089
H  7.024  1.782  -1.814
C  -1.093  0.782  0.961
H  -5.571  -1.895  1.003
H  -6.070  -2.372  4.412
C  -0.643  -0.397  1.820
H  -4.988  -5.296  2.351
H  1.081  -4.753  0.589
H  1.009  4.523  1.271
H  -4.300  2.271  2.963
H  -5.108  5.072  -0.906
H  5.101  1.694  0.645
H  -2.942  -4.183  3.167
H  5.815  -1.209  -5.569
C  -0.806  -5.756  0.478
C  3.366  5.396  -0.437
C  -7.288  -3.219  2.507
C  5.314  -4.465  4.541
H  -4.919  -4.896  0.093
N  -4.413  4.038  1.843
H  -4.721  2.400  0.639
H  -3.881  -2.510  5.217
H  1.642  3.574  6.887
H  2.267  2.164  -0.918
N  4.585  -4.561  3.173
H  1.084  0.601  4.913
H  -4.217  -2.892  -4.581
H  3.054  2.080  4.451
H  -3.537  -7.935  0.714
H  6.455  -4.351  -4.142
O  -1.175  6.476  -6.498
H  -1.784  -3.292  -7.153
C  0.404  4.522  -6.671
B  -1.984  6.087  -1.463
H  1.893  3.001  -4.887
H  -0.809  6.084  2.708
H  2.544  2.528  1.212
H  3.348  6.485  1.335
H  -0.482  -8.423  -0.859
N  5.073  -2.850  -4.480
H  6.180  -5.957  1.176
H  -0.244  -2.333  -5.591
C  2.178  2.556  4.892
H  5.050  3.113  5.415
H  -6.092  1.223  -3.473
N  3.662  3.601  6.920
C  6.055  3.476  7.410
H  -4.503  6.099  1.549
H  -1.221  -1.275  1.533
H  -0.486  2.473  -1.124
H  -0.013  4.593  -3.179
C  -4.200  -0.236  -5.070
F  -2.951  6.645  -0.609
H  -1.649  2.693  -5.565
H  -2.007  -0.597  -2.024
H  -0.476  1.634  1.245
C  3.912  3.637  8.443
C  -3.190  -2.532  -4.522
H  -4.917  1.842  -2.353
H  0.497  3.586  -7.221
H  3.298  -4.139  -5.008
H  -4.305  -0.428  -2.985
C  6.648  -5.050  1.558
H  -2.578  3.897  3.902
H  4.807  -4.026  1.157
H  -1.176  -5.167  1.318
H  -2.765  5.142  1.157
H  -3.568  -4.687  4.718
N  -0.016  4.022  -5.199
C  -3.823  -4.145  3.808
H  3.567  2.643  8.727
H  0.209  -2.672  -1.224
C  3.005  3.511  1.117
C  -4.948  3.148  2.967
H  5.940  -3.572  4.554
H  -1.791  -1.603  -0.525
F  -0.891  5.419  -0.887
F  -6.965  -0.101  1.545
H  -7.591  -3.661  3.456
C  -4.546  3.448  0.393
C  -5.050  1.533  -3.390
F  -1.501  7.099  -2.239
C  0.659  -2.411  -0.266
H  6.907  2.810  7.542
C  -1.308  1.772  -1.267
H  4.611  1.332  -1.029
H  -1.816  3.495  -4.002
H  0.995  -1.642  2.117
C  4.173  -6.032  2.935
F  -7.703  1.492  0.165
H  -4.236  0.581  -5.791
F  -7.902  -0.680  -0.390
C  -0.701  5.370  -7.315
H  5.608  4.045  0.069
H  -2.126  1.077  1.144
H  7.186  -4.693  0.680
H  -3.034  -2.169  3.780
C  -3.921  -2.689  4.142
H  -4.555  -3.910  -2.191
C  2.819  -3.048  -3.199
H  1.281  5.379  -4.192
C  -4.394  -3.428  -1.227
H  -3.344  -6.361  -0.200
H  -3.387  -3.688  -0.901
H  0.788  2.025  -5.826
H  -1.080  -7.111  2.442
C  3.237  -3.694  3.142

Forces on atoms 1 to 6 (eV/Å):
-0.471 -0.180 0.276
-0.295 0.227 -0.194
1.256 1.281 0.068
0.418 0.127 0.269
0.074 0.103 0.001
0.265 0.525 0.039

No. 2
The following is a quantum chemistry calculation of a molecular structure, C54H59BaClNOP2, from the OMol25 dataset.

## Properties
Highest occupied orbital energy (spin up / spin down) = -9.4212 / -6.8452 eV
Net charge = +1
Calculated total energy = -92277.8775 eV
Frontier orbital gap (spin up / spin down) = 7.22 / 2.07 eV

Geometry (Å):
C  -0.437  7.231  13.609
H  6.559  9.774  14.572
C  -1.373  16.911  16.309
C  -0.362  16.066  15.735
C  -2.418  8.638  19.025
H  1.988  6.878  15.031
H  0.530  6.874  15.978
C  -3.362  14.711  19.315
O  1.056  14.329  15.577
C  -0.678  15.522  19.990
H  -2.909  14.673  21.459
C  6.223  13.774  18.118
C  -3.071  9.570  17.963
H  -6.493  14.073  18.119
C  -4.372  8.875  17.439
H  -5.171  8.981  18.149
H  3.904  8.541  18.564
H  -3.839  11.592  17.712
C  6.121  8.284  15.968
H  4.283  11.622  20.361
C  -2.836  17.566  18.165
C  -1.813  10.380  12.383
H  -3.067  8.555  19.929
C  3.314  10.236  21.596
H  -0.563  13.511  20.887
Ba  -0.082  12.336  17.095
H  -4.121  10.860  19.384
H  4.588  11.294  15.277
H  0.643  8.289  20.934
C  -1.250  11.288  13.476
C  -5.736  14.236  18.887
H  -0.996  7.545  12.725
C  -0.495  9.305  15.158
C  4.828  10.400  15.835
H  -4.331  15.229  17.511
C  0.531  17.158  21.286
H  0.198  12.907  13.277
C  1.194  7.525  15.430
C  0.409  8.286  14.375
H  0.216  6.434  13.252
C  -4.888  13.990  21.087
H  2.009  9.643  14.065
H  -2.231  7.585  18.646
H  -0.614  8.096  17.025
H  7.311  13.693  18.124
C  -3.418  10.963  18.528
C  -2.026  16.565  17.570
H  -2.415  20.191  16.047
C  1.465  8.944  20.758
C  -1.557  18.233  15.772
H  -2.798  10.031  12.747
H  0.311  11.788  11.993
C  3.457  13.908  18.154
C  -0.969  8.968  16.448
C  4.230  15.090  18.038
H  0.959  11.407  13.582
H  -3.205  12.193  14.003
H  1.721  8.140  16.167
C  -1.258  10.432  14.730
H  -2.346  13.010  12.751
C  -2.285  10.661  15.703
H  -3.301  17.269  19.106
C  1.571  9.563  19.502
P  -1.712  15.113  18.570
H  6.903  7.656  15.564
H  -1.212  9.523  12.168
H  -3.520  19.533  18.250
C  5.837  9.530  15.385
C  5.436  7.932  17.108
H  -2.514  11.409  18.957
C  -4.491  14.769  18.480
H  0.856  9.325  18.707
C  -2.285  19.207  16.461
P  3.006  11.213  17.759
H  5.609  7.012  17.616
H  0.549  14.265  22.950
C  0.120  11.878  13.073
H  3.956  10.509  22.452
C  3.467  10.904  20.430
H  -1.012  18.516  14.859
C  -0.067  16.788  20.067
H  -5.073  13.838  22.146
C  -2.185  12.456  13.665
C  5.488  12.615  18.075
H  -6.850  13.362  20.451
C  5.623  15.039  18.093
H  6.176  15.982  18.065
H  2.193  8.923  22.782
H  -1.990  10.973  11.467
H  -3.145  11.336  15.617
C  2.314  9.250  21.778
C  -2.110  9.739  16.769
H  2.061  8.248  12.974
H  -1.204  6.752  14.275
H  0.367  16.575  15.094
C  -3.621  14.441  20.704
H  -4.254  7.808  17.225
H  5.985  11.650  18.163
N  -0.263  14.827  16.031
C  0.328  14.951  22.155
H  1.162  16.519  23.280
C  -5.908  13.797  20.158
C  4.076  12.649  18.082
H  3.717  16.049  17.934
H  -1.824  13.168  14.391
C  -2.896  18.865  17.667
H  -0.083  17.474  19.223
H  1.731  14.849  16.078
Cl  1.776  14.039  18.834
C  1.416  8.970  13.446
H  -4.670  9.324  16.541
C  4.451  8.808  17.623
H  0.885  18.175  21.436
H  -1.468  9.051  19.396
C  2.607  10.551  19.330
C  0.723  16.261  22.333
H  0.869  9.489  12.673
C  -0.317  14.567  21.010
C  4.141  10.044  17.025

Forces on atoms 1 to 6 (eV/Å):
-0.889 -0.396 0.535
-1.169 0.266 0.359
0.725 -0.207 0.828
-0.992 3.759 -0.528
-0.254 -0.381 0.345
-0.355 0.166 -0.386

No. 3
The following is a quantum chemistry calculation of a molecular structure, C27H33NO8PS2Tm, from the OMol25 dataset.

## Properties
Highest occupied orbital energy (spin up / spin down) = -1.8783 / -1.8793 eV
Net charge = -2
Calculated total energy = -106904.2548 eV
Multiplicity = 3
Energy above the lowest of the compared OMol25 structures with the same formula, charge and spin = 46.45 kJ/mol
Expectation value of S² = 2.002
Frontier orbital gap (spin up / spin down) = 6.49 / 6.49 eV

Geometry (Å):
H  2.218  8.231  -0.358
C  1.063  4.552  -0.696
C  -2.830  2.138  -1.984
H  -2.441  -1.021  2.638
H  -0.628  -4.662  -1.534
C  2.211  4.868  0.026
H  -0.859  1.973  -2.823
H  2.885  -4.610  -3.097
C  -1.614  -1.230  3.305
S  3.638  0.298  1.554
H  -2.595  -0.861  -1.829
C  -1.458  2.312  -1.990
O  4.096  0.559  0.161
C  -0.366  -0.500  2.797
H  -0.011  -3.393  -2.581
C  -1.696  -2.777  -1.408
C  0.740  6.898  -1.153
H  3.489  6.426  0.749
C  -2.055  -1.638  -2.362
S  2.523  -1.935  -2.109
H  -1.436  -2.303  3.314
C  1.843  -3.608  -0.041
H  -1.092  3.819  1.003
H  2.767  4.055  0.472
H  -1.400  1.208  1.997
P  -0.983  -0.809  0.192
H  -1.140  -1.200  -2.752
H  -4.655  2.401  -0.889
C  0.685  3.105  -0.877
C  1.886  7.203  -0.436
O  2.459  1.203  1.773
O  3.046  -1.074  1.506
C  2.297  -3.492  -1.363
O  -0.194  0.030  -0.774
H  -2.665  -2.025  -3.180
H  -1.524  -4.221  -3.006
H  -3.470  -2.596  -0.223
Tm  1.854  0.071  -0.151
H  0.166  7.691  -1.616
C  -2.954  3.160  0.174
O  0.001  -0.993  1.501
C  2.508  -4.677  -2.086
C  -1.585  3.350  0.163
H  1.486  -6.969  0.192
H  -0.581  5.356  -1.814
C  0.324  5.583  -1.267
C  2.228  -5.909  -1.527
O  4.658  0.452  2.570
H  -1.856  -0.887  4.309
H  1.725  -2.702  0.548
H  -0.881  1.402  3.690
C  -0.917  -3.842  -2.185
C  2.609  6.184  0.166
C  -3.584  2.555  -0.898
H  0.650  -0.366  4.704
C  1.559  -4.841  0.504
H  -3.328  1.670  -2.824
H  -3.539  3.486  1.024
H  0.317  1.486  2.376
C  -0.817  2.920  -0.914
H  1.186  -4.900  1.520
C  0.832  -0.778  3.714
C  -2.976  -3.367  -0.808
H  -2.723  -4.197  -0.151
H  1.719  -0.312  3.287
C  1.733  -6.003  -0.234
C  -0.606  1.009  2.713
O  -0.867  -2.353  -0.333
O  -2.373  -0.434  0.544
N  1.541  2.212  -0.997
H  2.385  -6.816  -2.105
H  -3.640  -3.718  -1.596
H  1.011  -1.848  3.782

Forces on atoms 1 to 6 (eV/Å):
-0.012 0.029 0.065
0.173 0.304 -0.008
-0.098 -0.010 -0.136
-0.194 -0.007 0.026
0.030 -0.154 0.109
-0.067 -0.095 0.013

No. 4
The following is a quantum chemistry calculation of a single C6H10N2O2S molecule, from the OMol25 dataset.

## Properties
Highest occupied orbital energy = -8.9991 eV
Calculated total energy = -24294.2408 eV
Energy above the lowest of the compared OMol25 structures with the same formula, charge and spin = 151.24 kJ/mol
SMILES string = CSCC[C@@H]1NC(=O)NC1=O
Frontier orbital gap = 9.46 eV

Geometry (Å):
H  -1.020  1.123  -1.478
H  -1.367  -0.784  0.670
C  0.600  -1.196  -0.002
H  1.646  -0.973  0.330
H  -1.224  -2.373  -1.848
C  -1.236  -2.798  -0.776
O  0.878  3.160  -1.891
C  -0.403  -0.477  0.891
C  1.037  1.525  1.229
H  0.400  -0.806  -1.113
H  -0.316  -0.623  1.967
H  -1.022  1.539  1.363
H  -2.002  -2.064  -0.345
C  0.572  2.523  -0.898
N  1.332  2.472  0.239
N  -0.301  1.459  -0.705
S  0.480  -3.023  0.019
H  2.190  2.971  0.393
O  1.696  1.167  2.193
H  -1.608  -3.792  -0.948
C  -0.334  0.971  0.709

Forces on atoms 1 to 6 (eV/Å):
2.144 1.358 2.470
-1.839 -0.629 -0.415
1.071 0.505 -1.152
-0.815 0.141 -0.502
0.940 -0.581 1.339
-0.206 0.617 -1.679